17
Properties=species:S:1:pos:R:3:lowdin_charge:R:1 method="wB97M-V/def2-TZVPD" smiles="N/C=C/N.C=CO" lumo_energy_ev=0.92 gap_ev=8.84 charge=0 max_force_ev_per_a=0.85 e_above_lowest_kcal_mol=65.8
N 1.253 -1.844 2.894 0.017
C 0.780 -0.943 1.924 -0.226
C -0.387 -0.307 1.933 -0.228
N -0.723 0.630 0.895 -0.003
H 0.736 -1.825 3.760 0.073
H 2.231 -1.712 3.090 0.069
H 1.469 -0.806 1.098 0.108
H -1.114 -0.543 2.707 0.098
H -1.487 1.218 1.193 0.062
H -1.124 0.115 0.118 0.049
C -1.380 0.361 -2.902 0.003
C -0.437 1.053 -2.268 -0.316
O 0.872 0.990 -2.626 0.004
H -2.397 0.637 -2.659 0.047
H -1.177 -0.342 -3.694 0.056
H -0.700 1.777 -1.507 0.095
H 1.414 1.364 -1.936 0.091

17
Properties=species:S:1:pos:R:3:lowdin_charge:R:1 method="wB97M-V/def2-TZVPD" smiles="NCC[C@H](N)C=O" lumo_energy_ev=0.86 gap_ev=9.89 charge=0 max_force_ev_per_a=2.72 e_above_lowest_kcal_mol=53.8
N 0.154 2.153 -0.791 -0.013
C 1.170 1.671 0.165 -0.259
C 1.082 0.150 0.550 -0.122
C -0.379 -0.407 0.344 -0.377
N -1.093 -0.611 1.598 0.049
C -0.305 -1.716 -0.487 -0.249
O -0.751 -1.834 -1.588 0.064
H 0.547 2.152 -1.719 0.071
H -0.151 3.064 -0.489 0.064
H 2.143 1.883 -0.273 0.094
H 1.149 2.306 1.051 0.101
H 1.761 -0.384 -0.115 0.102
H 1.313 0.076 1.609 0.095
H -0.886 0.215 -0.395 0.114
H -0.471 -0.763 2.374 0.060
H -1.573 0.280 1.730 0.082
H -0.078 -2.595 0.166 0.124

17
Properties=species:S:1:pos:R:3:lowdin_charge:R:1 method="wB97M-V/def2-TZVPD" smiles=NC[C@H]1N[C@@H]1CO lumo_energy_ev=0.93 gap_ev=9.80 charge=0 max_force_ev_per_a=5.76 e_above_lowest_kcal_mol=93.7
N -0.889 -1.667 -1.791 -0.050
C -1.699 -0.542 -1.298 -0.206
C -1.020 0.244 -0.177 -0.343
N -0.637 -0.264 1.040 0.027
C 0.388 0.264 0.243 -0.303
C 1.136 1.387 0.912 -0.215
O 2.433 0.754 1.101 -0.132
H -0.886 -2.552 -1.283 0.057
H 0.073 -1.634 -2.133 0.067
H -2.006 -0.001 -2.198 0.095
H -2.663 -1.198 -0.818 0.174
H -1.446 1.266 -0.041 0.144
H -0.674 -1.332 1.083 0.143
H 1.115 -0.529 -0.162 0.162
H 0.722 1.689 1.885 0.117
H 1.112 2.333 0.313 0.118
H 3.049 1.324 1.732 0.146

17
Properties=species:S:1:pos:R:3:lowdin_charge:R:1 method="wB97M-V/def2-TZVPD" smiles="CN[C@@H](C)C(N)=O" lumo_energy_ev=0.91 gap_ev=9.23 charge=0 max_force_ev_per_a=4.17 e_above_lowest_kcal_mol=52.2
C -1.807 1.346 -0.479 -0.141
N -0.772 0.618 -1.169 -0.105
C 0.507 0.296 -0.634 -0.321
C 1.012 1.426 0.306 -0.034
C 0.309 -0.979 0.320 -0.470
N 1.549 -1.592 0.717 0.087
O -0.755 -1.382 0.707 0.089
H -2.796 0.988 -0.780 0.085
H -1.828 2.432 -0.653 0.070
H -1.732 1.282 0.630 0.086
H -1.101 -0.217 -1.653 0.117
H 1.248 -0.204 -1.245 0.127
H 2.103 1.423 0.282 0.078
H 0.375 2.286 0.147 0.066
H 0.853 1.135 1.382 0.090
H 1.800 -1.303 1.667 0.088
H 1.348 -2.582 0.924 0.090